{
  "formula": "C21H35NO2S",
  "method": "wB97M-V/def2-TZVPD",
  "elements": ["C", "C", "C", "O", "N", "C", "C", "C", "C", "C", "C", "C", "C", "O", "C", "C", "C", "C", "C", "C", "C", "C", "C", "C", "S", "H", "H", "H", "H", "H", "H", "H", "H", "H", "H", "H", "H", "H", "H", "H", "H", "H", "H", "H", "H", "H", "H", "H", "H", "H", "H", "H", "H", "H", "H", "H", "H", "H", "H", "H"],
  "positions_angstrom": [[0.885, 5.340, -1.311], [1.090, 4.317, -0.200], [0.261, 3.068, -0.465], [-0.466, 2.977, -1.437], [0.354, 2.047, 0.424], [-0.492, 0.885, 0.179], [0.126, -0.023, -0.887], [-0.652, -1.306, -1.265], [-1.565, -1.030, -2.496], [-2.492, -2.192, -2.868], [-2.432, 0.223, -2.360], [-1.447, -1.894, -0.089], [-0.533, -2.298, 1.081], [0.836, -2.305, 0.751], [1.155, -2.979, -0.463], [0.839, -4.479, -0.352], [2.669, -2.807, -0.619], [0.403, -2.360, -1.671], [1.152, 2.040, 1.643], [2.223, 0.946, 1.615], [0.250, 1.915, 2.838], [0.105, 0.895, 3.726], [-0.883, 1.149, 4.706], [-1.480, 2.355, 4.545], [-0.847, 3.213, 3.197], [-0.165, 5.610, -1.380], [1.186, 4.922, -2.267], [1.470, 6.236, -1.114], [2.147, 4.046, -0.141], [0.784, 4.749, 0.756], [-1.468, 1.252, -0.142], [-0.602, 0.359, 1.124], [1.109, -0.315, -0.525], [0.275, 0.570, -1.791], [-0.884, -0.868, -3.340], [-1.974, -3.147, -2.911], [-3.315, -2.273, -2.161], [-2.918, -2.007, -3.852], [-3.050, 0.325, -3.251], [-1.839, 1.127, -2.269], [-3.098, 0.142, -1.504], [-2.199, -1.187, 0.257], [-1.967, -2.783, -0.447], [-0.834, -3.283, 1.468], [-0.611, -1.590, 1.911], [-0.234, -4.657, -0.327], [1.281, -4.883, 0.557], [1.255, -5.005, -1.207], [2.926, -1.752, -0.662], [3.011, -3.292, -1.529], [3.178, -3.247, 0.234], [-0.077, -3.166, -2.224], [1.119, -1.888, -2.346], [1.661, 3.005, 1.714], [1.784, -0.046, 1.561], [2.831, 1.011, 2.514], [2.865, 1.092, 0.750], [0.684, -0.010, 3.698], [-1.134, 0.457, 5.490], [-2.256, 2.802, 5.134]],
  "charge": 0,
  "smiles": "CCC(=O)N(CC[C@]1(C(C)C)CCOC(C)(C)C1)[C@H](C)c1cccs1",
  "total_energy_ev": -38766.1578
}

{
  "formula": "C21H35O9PS",
  "method": "wB97M-V/def2-TZVPD",
  "elements": ["C", "C", "O", "P", "O", "C", "C", "C", "C", "C", "C", "O", "C", "C", "S", "C", "O", "O", "C", "C", "H", "H", "H", "H", "H", "H", "H", "H", "H", "H", "H", "H", "H", "H", "H", "H", "H", "H", "H", "C", "C", "O", "C", "C", "O", "H", "H", "H", "H", "H", "H", "H", "H", "C", "C", "O", "C", "C", "O", "H", "H", "H", "H", "H", "H", "H", "H"],
  "positions_angstrom": [[-2.086, -1.408, -0.770], [-2.448, -0.418, -2.068], [-1.260, -0.253, -2.920], [-1.540, 0.901, -4.213], [-1.616, 0.156, -5.609], [-0.071, 2.181, -4.208], [1.406, 1.474, -4.239], [2.629, 2.613, -4.325], [2.403, 3.598, -3.021], [2.317, 5.083, -3.051], [2.029, 5.847, -1.592], [2.531, 7.036, -1.252], [0.996, 5.032, -0.569], [1.105, 3.529, -0.537], [0.035, 2.486, 0.617], [2.213, 2.806, -1.560], [2.856, 1.672, -1.248], [-2.972, 1.862, -3.842], [-3.130, 2.975, -4.790], [-2.612, 4.434, -4.238], [-2.431, -2.517, -0.933], [-2.643, -1.037, 0.219], [-0.930, -1.349, -0.564], [-2.830, 0.590, -1.570], [-3.326, -0.909, -2.710], [-0.216, 2.894, -5.145], [-0.275, 2.858, -3.261], [1.529, 0.827, -5.233], [1.590, 0.728, -3.341], [3.695, 2.113, -4.368], [2.393, 3.250, -5.296], [2.407, 5.674, -4.062], [0.201, 5.562, 0.118], [-1.227, 2.354, -0.028], [-2.673, 2.672, -5.836], [-4.305, 3.092, -4.965], [-3.461, 5.168, -3.907], [-1.867, 4.350, -3.308], [-1.948, 4.918, -5.104], [3.052, -2.221, 3.781], [2.592, -2.106, 2.341], [1.183, -2.381, 2.230], [0.203, -1.476, 2.437], [0.552, -0.162, 3.078], [-0.966, -1.751, 2.176], [2.552, -1.492, 4.424], [4.132, -2.065, 3.855], [2.811, -3.211, 4.181], [2.839, -1.139, 1.894], [3.105, -2.864, 1.739], [0.376, -0.229, 4.154], [-0.094, 0.612, 2.652], [1.575, 0.161, 2.892], [-2.107, -4.636, 4.134], [-0.761, -5.242, 3.790], [0.295, -4.592, 4.521], [0.666, -4.907, 5.780], [-0.221, -5.805, 6.595], [1.673, -4.408, 6.277], [-2.351, -4.768, 5.192], [-2.901, -5.095, 3.537], [-2.102, -3.558, 3.944], [-0.734, -6.325, 3.940], [-0.553, -5.072, 2.727], [-0.885, -5.193, 7.210], [0.412, -6.418, 7.245], [-0.810, -6.501, 6.000]],
  "charge": 0,
  "smiles": "CCOP(=O)(CCCC1=CC(=O)C=C(S)C1=O)OCC.CCOC(C)=O.CCOC(C)=O",
  "total_energy_ev": -60887.5842
}

{
  "formula": "C21H36CuP2Te",
  "method": "wB97M-V/def2-TZVPD",
  "elements": ["P", "P", "C", "C", "H", "H", "H", "H", "C", "H", "H", "H", "C", "H", "H", "H", "C", "H", "H", "H", "C", "H", "H", "H", "Cu", "C", "C", "C", "C", "C", "C", "C", "C", "C", "H", "H", "H", "H", "H", "H", "H", "H", "H", "H", "H", "H", "H", "H", "H", "Te", "C", "C", "C", "C", "C", "C", "H", "H", "H", "H", "H"],
  "positions_angstrom": [[0.739, -0.586, -6.046], [1.068, 2.536, -5.213], [0.161, 0.735, -7.202], [1.097, 1.919, -6.980], [-0.893, 0.949, -6.976], [0.238, 0.343, -8.220], [2.174, 1.573, -7.163], [0.903, 2.770, -7.644], [-0.716, 2.839, -4.819], [-0.846, 3.248, -3.827], [-1.304, 1.930, -4.834], [-1.241, 3.540, -5.500], [1.640, 4.253, -5.532], [1.410, 4.683, -6.512], [2.713, 4.175, -5.436], [1.182, 4.844, -4.741], [-0.669, -1.728, -6.440], [-0.782, -2.502, -5.672], [-0.497, -2.234, -7.400], [-1.615, -1.171, -6.517], [2.096, -1.622, -6.698], [2.984, -0.991, -6.852], [1.791, -2.122, -7.630], [2.333, -2.379, -5.930], [2.626, 1.133, -5.646], [-1.171, 0.086, -1.885], [-2.149, -0.100, -2.807], [-2.468, -1.405, -3.411], [-2.158, -2.594, -2.443], [-0.896, -3.323, -2.777], [0.264, -2.776, -3.149], [0.584, -1.326, -3.173], [0.208, -0.556, -1.889], [0.127, -0.744, 1.339], [-1.135, 1.045, -1.338], [-2.750, 0.760, -3.168], [-1.934, -1.619, -4.364], [-3.555, -1.416, -3.615], [-2.287, -2.324, -1.384], [-2.952, -3.343, -2.573], [-0.961, -4.427, -2.688], [1.106, -3.450, -3.376], [0.137, -0.838, -4.068], [1.668, -1.239, -3.353], [0.255, -1.267, -1.041], [1.017, 0.216, -1.714], [0.959, -1.351, 0.960], [-0.761, -0.791, 0.697], [-0.108, -0.967, 2.391], [0.848, 1.305, 1.181], [0.528, 1.469, 3.215], [-0.816, 1.572, 3.627], [-1.144, 1.040, 4.868], [-0.173, 0.429, 5.673], [1.188, 0.441, 5.273], [1.547, 0.968, 4.035], [-1.547, 1.979, 2.928], [-2.193, 1.079, 5.201], [-0.453, -0.052, 6.601], [1.952, 0.016, 5.921], [2.568, 0.921, 3.638]],
  "charge": 0,
  "de_lowest_kcal_mol": 0.0,
  "multiplicity": 2,
  "total_energy_ev": -92864.6110
}

{
  "formula": "C21H36N3O",
  "method": "wB97M-V/def2-TZVPD",
  "elements": ["C", "C", "C", "C", "C", "C", "C", "C", "C", "N", "O", "C", "C", "C", "C", "H", "H", "H", "H", "H", "H", "H", "H", "H", "H", "H", "H", "H", "H", "H", "H", "H", "H", "H", "H", "H", "H", "C", "C", "C", "C", "N", "H", "H", "H", "H", "H", "H", "H", "C", "C", "C", "C", "N", "H", "H", "H", "H", "H", "H", "H"],
  "positions_angstrom": [[-3.465, -0.022, -0.818], [-2.616, 0.325, 0.292], [-1.230, 0.922, 0.130], [-0.599, 1.067, 1.506], [0.370, 1.925, 1.796], [-0.387, -0.069, -0.708], [0.910, 0.444, -1.365], [2.089, 0.440, -0.355], [1.267, -0.535, -2.483], [0.759, 1.845, -1.896], [1.343, 2.009, -3.017], [-0.617, 2.441, -1.933], [-0.425, 3.948, -2.137], [-1.404, 1.884, -3.135], [-1.376, 2.284, -0.604], [-4.266, 0.623, -1.168], [-3.349, -0.970, -1.337], [-2.964, 0.126, 1.307], [-0.995, 0.425, 2.291], [1.236, 1.615, 2.373], [0.337, 2.968, 1.497], [-1.024, -0.519, -1.475], [-0.079, -0.881, -0.040], [1.846, -0.095, 0.562], [2.954, -0.058, -0.801], [2.398, 1.454, -0.106], [0.529, -0.545, -3.282], [2.271, -0.370, -2.867], [1.264, -1.532, -2.025], [-1.377, 4.469, -2.008], [0.019, 4.159, -3.107], [0.264, 4.330, -1.378], [-1.236, 2.500, -4.019], [-2.473, 1.920, -2.909], [-1.162, 0.845, -3.360], [-1.074, 3.088, 0.066], [-2.428, 2.446, -0.842], [2.648, 2.221, 5.493], [2.067, 1.309, 6.565], [2.315, -0.178, 6.280], [1.707, -0.609, 5.022], [1.216, -0.943, 4.041], [2.179, 2.037, 4.526], [2.480, 3.267, 5.746], [3.724, 2.070, 5.386], [0.993, 1.481, 6.655], [2.511, 1.545, 7.534], [1.901, -0.797, 7.078], [3.386, -0.381, 6.223], [-0.064, -5.508, -3.338], [-0.844, -5.086, -2.100], [-2.073, -4.233, -2.437], [-1.706, -2.995, -3.123], [-1.415, -2.015, -3.641], [0.328, -4.641, -3.871], [0.782, -6.137, -3.062], [-0.693, -6.075, -4.027], [-0.195, -4.525, -1.426], [-1.183, -5.968, -1.555], [-2.615, -3.962, -1.529], [-2.760, -4.786, -3.082]],
  "charge": 0,
  "multiplicity": 2,
  "total_energy_ev": -28870.5982
}

{
  "formula": "C21H36P2RuSe",
  "method": "wB97M-V/def2-TZVPD",
  "elements": ["P", "P", "C", "C", "H", "H", "H", "H", "C", "H", "H", "H", "C", "H", "H", "H", "C", "H", "H", "H", "C", "H", "H", "H", "Ru", "C", "C", "C", "C", "C", "C", "C", "C", "C", "H", "H", "H", "H", "H", "H", "H", "H", "H", "H", "H", "H", "H", "H", "H", "Se", "C", "C", "C", "C", "C", "C", "H", "H", "H", "H", "H"],
  "positions_angstrom": [[-0.342, 2.409, -4.753], [2.714, -0.035, -4.818], [1.312, 2.244, -5.463], [1.583, 0.800, -5.951], [2.036, 2.599, -4.700], [1.392, 2.945, -6.319], [0.659, 0.203, -6.049], [2.087, 0.835, -6.927], [4.262, 0.761, -5.385], [5.117, 0.462, -4.759], [4.169, 1.860, -5.351], [4.454, 0.473, -6.431], [2.767, -1.785, -5.222], [3.428, -1.953, -6.096], [1.760, -2.160, -5.475], [3.151, -2.354, -4.360], [-0.479, 4.255, -4.671], [-1.390, 4.502, -4.112], [-0.561, 4.645, -5.692], [0.381, 4.725, -4.181], [-1.544, 2.168, -6.117], [-1.405, 1.218, -6.659], [-1.447, 2.994, -6.839], [-2.570, 2.165, -5.718], [-0.193, -1.068, 0.746], [2.564, 0.497, -3.160], [2.462, 1.809, -2.473], [1.362, 2.739, -2.248], [-0.117, 2.322, -1.947], [-0.991, 2.042, -3.166], [-0.827, 0.752, -3.884], [-0.003, -0.442, -3.423], [1.310, -0.369, -2.621], [-1.917, -0.113, 0.811], [3.488, 0.013, -2.744], [3.455, 2.253, -2.272], [1.370, 3.555, -2.999], [1.654, 3.294, -1.331], [-0.127, 1.487, -1.231], [-0.604, 3.157, -1.418], [-2.030, 2.360, -3.043], [-1.700, 0.383, -4.414], [0.158, -1.119, -4.297], [-0.691, -1.034, -2.773], [1.131, -0.036, -1.586], [1.647, -1.414, -2.498], [-2.671, -0.751, 1.293], [-2.239, 0.202, -0.184], [-1.730, 0.763, 1.447], [2.163, -0.329, 0.875], [1.059, -0.797, 2.373], [0.438, 0.140, 3.240], [-0.811, -0.183, 3.796], [-1.428, -1.395, 3.473], [-0.792, -2.343, 2.633], [0.597, -2.176, 2.361], [0.979, 1.070, 3.442], [-1.299, 0.507, 4.493], [-2.399, -1.676, 3.887], [-1.274, -3.299, 2.414], [1.222, -2.958, 1.962]],
  "charge": 2,
  "de_lowest_kcal_mol": 75.9,
  "multiplicity": 5,
  "total_energy_ev": -108843.2236
}

{
  "formula": "C21H37AgFNO7",
  "method": "wB97M-V/def2-TZVPD",
  "elements": ["Ag", "F", "C", "C", "C", "C", "C", "C", "N", "O", "C", "C", "C", "H", "H", "H", "H", "H", "H", "H", "H", "H", "H", "H", "H", "H", "H", "H", "H", "H", "H", "H", "O", "C", "O", "C", "C", "C", "H", "H", "H", "H", "H", "H", "O", "C", "O", "C", "C", "C", "H", "H", "H", "H", "H", "H", "O", "C", "O", "C", "C", "C", "H", "H", "H", "H", "H", "H"],
  "positions_angstrom": [[9.745, 2.213, -0.912], [10.233, 0.197, -3.159], [15.136, -4.778, -2.077], [13.675, -4.648, -2.779], [13.381, -6.093, -3.291], [12.991, -7.131, -2.238], [11.867, -6.551, -1.375], [12.022, -5.143, -0.777], [12.546, -4.253, -1.901], [12.687, -2.863, -1.594], [10.607, -4.761, -0.383], [13.032, -5.176, 0.397], [13.763, -3.728, -4.062], [15.831, -4.475, -2.860], [15.343, -5.808, -1.784], [15.145, -4.156, -1.182], [12.463, -6.177, -3.873], [14.229, -6.409, -3.900], [13.785, -7.404, -1.543], [12.658, -8.057, -2.708], [11.942, -7.216, -0.514], [10.874, -6.607, -1.820], [10.289, -5.372, 0.462], [10.605, -3.699, -0.140], [9.880, -4.903, -1.183], [13.854, -5.752, -0.030], [13.341, -4.160, 0.641], [12.608, -5.744, 1.225], [14.676, -3.901, -4.632], [13.802, -2.682, -3.756], [12.831, -3.753, -4.627], [12.200, -2.467, -2.320], [6.351, 0.539, -1.580], [5.670, -0.389, -2.040], [4.493, -0.254, -2.624], [3.856, -1.529, -2.761], [4.708, -2.455, -1.950], [6.054, -1.821, -1.808], [3.795, -1.893, -3.787], [2.903, -1.436, -2.240], [4.875, -3.420, -2.429], [4.407, -2.577, -0.909], [6.679, -2.112, -2.652], [6.598, -1.911, -0.868], [5.849, -2.404, -8.945], [6.947, -2.187, -8.381], [7.485, -3.075, -7.524], [8.836, -2.668, -7.096], [9.189, -1.804, -8.232], [7.937, -1.072, -8.547], [9.476, -3.545, -7.010], [8.813, -2.198, -6.113], [9.561, -2.422, -9.049], [10.015, -1.165, -7.921], [7.842, -0.610, -9.530], [7.777, -0.219, -7.888], [9.351, 4.205, -4.265], [9.492, 4.383, -5.497], [9.787, 5.540, -6.122], [9.747, 5.416, -7.520], [9.231, 3.950, -7.800], [9.457, 3.266, -6.495], [10.704, 5.558, -8.023], [9.040, 6.158, -7.890], [9.713, 3.394, -8.604], [8.146, 4.045, -7.839], [10.414, 2.749, -6.428], [8.726, 2.501, -6.235]],
  "charge": 1,
  "multiplicity": 2,
  "total_energy_ev": -44903.2153
}

{
  "formula": "C21H37AlBClCsF12N6O5P",
  "method": "wB97M-V/def2-TZVPD",
  "elements": ["N", "C", "N", "N", "C", "C", "C", "C", "N", "C", "C", "C", "C", "O", "O", "C", "C", "C", "C", "F", "C", "H", "H", "H", "H", "H", "H", "H", "H", "H", "H", "H", "H", "H", "H", "H", "H", "H", "H", "H", "H", "H", "H", "O", "H", "F", "P", "F", "F", "F", "F", "F", "C", "C", "O", "N", "C", "H", "H", "H", "H", "H", "H", "H", "H", "Cs", "Cl", "F", "Al", "N", "C", "C", "C", "C", "H", "H", "H", "H", "H", "O", "H", "B", "F", "F", "F", "F"],
  "positions_angstrom": [[-7.184, -0.597, 2.661], [-7.057, 0.530, 2.080], [-7.155, 1.748, 2.986], [-6.883, 0.699, 0.660], [-6.046, -0.395, 0.100], [-5.653, -0.166, -1.444], [-4.037, -0.001, -1.620], [-3.719, 1.027, -2.797], [-2.589, 2.002, -2.496], [-2.782, 3.276, -3.010], [-1.845, 4.349, -2.796], [-0.642, 4.028, -1.996], [0.342, 5.185, -1.722], [0.657, 5.388, -0.577], [0.842, 6.025, -2.697], [-0.382, 2.687, -1.470], [0.891, 2.330, -0.617], [2.265, 2.635, -1.334], [3.113, 3.770, -0.618], [4.429, 3.387, -0.356], [-1.447, 1.684, -1.775], [-7.317, -0.427, 3.665], [-7.140, 2.610, 2.434], [-6.356, 1.795, 3.626], [-6.484, 1.621, 0.505], [-6.684, -1.318, 0.119], [-5.135, -0.615, 0.727], [-6.174, 0.780, -1.738], [-5.986, -1.051, -2.048], [-3.536, -0.990, -1.784], [-3.664, 0.405, -0.640], [-3.487, 0.506, -3.758], [-4.628, 1.670, -2.936], [-3.716, 3.476, -3.579], [-2.016, 5.365, -3.210], [0.756, 6.921, -2.313], [0.811, 2.763, 0.411], [0.847, 1.206, -0.498], [2.064, 2.946, -2.394], [2.930, 1.724, -1.359], [2.642, 4.129, 0.340], [3.092, 4.660, -1.312], [-1.302, 0.630, -1.400], [0.002, -0.552, -0.479], [0.737, -1.045, -0.860], [9.040, 0.535, -1.969], [7.678, 1.172, -1.355], [6.560, 0.332, -0.531], [7.179, 0.370, -2.670], [8.461, 2.598, -1.388], [8.359, 0.933, 0.097], [6.504, 2.237, -1.680], [0.496, -2.170, 2.310], [1.857, -2.574, 1.811], [2.166, -2.680, 0.671], [2.919, -2.941, 2.761], [4.053, -1.953, 2.762], [-0.172, -1.996, 1.459], [0.081, -2.972, 2.932], [0.587, -1.247, 2.888], [2.548, -3.093, 3.708], [3.305, -3.799, 2.358], [4.807, -2.328, 3.449], [3.674, -0.995, 3.107], [4.463, -1.884, 1.754], [11.094, -0.263, -1.442], [-4.997, 1.683, 2.201], [9.312, 0.610, 2.672], [-0.720, -0.690, 3.831], [-1.209, -5.421, 0.162], [-0.676, -6.451, 0.889], [-1.427, -6.600, 2.029], [-2.456, -5.625, 1.984], [-2.297, -4.916, 0.821], [-0.856, -5.087, -0.720], [0.190, -6.987, 0.534], [-1.257, -7.329, 2.806], [-3.228, -5.462, 2.721], [-2.863, -4.096, 0.406], [2.606, -1.195, 5.228], [3.252, -0.514, 5.416], [3.125, -1.199, -2.944], [2.109, -1.577, -2.011], [2.678, -0.078, -3.698], [4.292, -0.865, -2.224], [3.390, -2.285, -3.816]],
  "charge": 0,
  "total_energy_ev": -103787.6245
}